DFT (the ωB97M-V functional and the def2-TZVPD basis) results for the ion C4H10NOS with charge -1.

Computed properties:
**SMILES**: [O-]CNCCCS
**Relative energy (zero: lowest compared OMol25 entry of this formula, charge and spin)**: 252.38 kJ/mol
**Charge**: -1
**Lowest unoccupied orbital energy**: 0.123 hartree
**E_HOMO**: -2.79 eV
**E_tot**: -18682.48022 eV

Cartesian coordinates (Å):
O -2.169 -0.442 -0.103
C -1.920 0.742 0.313
N -0.529 1.312 -0.082
C 0.537 0.722 0.690
C 0.608 -0.814 0.489
C 0.499 -1.199 -0.973
S 1.875 -0.679 -2.066
H -1.962 0.973 1.417
H -2.544 1.571 -0.092
H -0.605 2.311 0.148
H 1.528 1.092 0.420
H 0.440 0.927 1.766
H -0.316 -1.245 0.881
H 1.534 -1.154 0.947
H -0.384 -0.787 -1.448
H 0.490 -2.284 -1.003
H 2.918 -1.045 -1.303